[1]
34
Properties=species:S:1:pos:R:3:forces:R:3 method="wB97M-V/def2-TZVPD" lumo_ev=0.51 smiles="O=C(NS(=O)(=O)Nc1ccccn1)c1c[nH]c2ccccc12" total_energy_ev=-37651.3620 de_lowest_kcal_mol=8.8 multiplicity=1 max_force_ev_per_a=1.1
O -0.909 3.768 0.713 0.10 0.11 -0.08
C -0.487 2.814 0.101 -0.35 -0.28 0.43
N 0.539 2.971 -0.831 0.71 0.12 -0.52
S 1.879 1.966 -1.001 0.22 0.19 0.58
O 2.965 2.872 -1.170 -0.06 0.26 0.14
O 1.660 0.960 -1.976 -0.12 -0.12 0.15
N 2.046 1.274 0.493 0.19 0.69 -0.73
C 1.661 0.024 0.953 -0.28 -1.11 0.00
N 1.539 -0.067 2.272 0.21 0.61 -0.21
C 1.212 -1.238 2.795 -0.01 -0.23 0.06
C 0.981 -2.372 2.038 -0.01 -0.02 -0.06
C 1.112 -2.270 0.658 0.10 0.16 0.15
C 1.459 -1.058 0.095 0.06 -0.12 0.12
H 1.569 -0.932 -0.967 0.00 -0.11 -0.07
H 0.947 -3.129 0.026 -0.02 -0.05 -0.07
H 0.718 -3.306 2.508 -0.01 -0.08 0.07
H 1.134 -1.250 3.874 -0.02 -0.11 0.09
H 2.258 1.926 1.232 0.05 0.18 0.06
H 0.827 3.936 -0.937 0.05 0.10 0.02
C -0.969 1.450 0.251 -0.48 -0.24 0.42
C -1.355 0.889 1.446 0.16 0.41 -0.18
N -1.757 -0.389 1.247 -0.06 0.00 0.22
C -1.673 -0.688 -0.088 0.01 0.18 -0.67
C -1.997 -1.856 -0.765 -0.04 -0.05 0.02
C -1.839 -1.858 -2.134 -0.04 -0.15 0.14
C -1.395 -0.721 -2.815 0.07 0.18 -0.17
C -1.073 0.441 -2.148 -0.18 -0.21 -0.04
C -1.182 0.455 -0.759 -0.29 -0.31 0.20
H -0.741 1.316 -2.682 0.04 0.04 -0.08
H -1.307 -0.758 -3.889 0.01 0.01 -0.11
H -2.078 -2.748 -2.696 -0.03 -0.08 -0.04
H -2.365 -2.723 -0.237 -0.04 -0.12 0.03
H -2.050 -1.026 1.969 0.07 0.08 -0.06
H -1.329 1.328 2.424 0.00 0.06 0.17


[2]
35
Properties=species:S:1:pos:R:3:forces:R:3 method="wB97M-V/def2-TZVPD" lumo_ev=0.55 total_energy_ev=-48469.9035 de_lowest_kcal_mol=352.5 multiplicity=1 max_force_ev_per_a=19.3
O -2.650 -2.573 1.082 0.24 0.95 -1.98
C -2.988 -1.671 0.340 -3.03 1.25 0.85
N -3.932 -0.736 0.855 -1.15 -1.31 5.17
C -4.692 0.194 0.285 -0.59 1.16 -4.07
N -4.645 0.430 -1.068 -3.36 3.85 4.83
C -5.519 1.593 -1.104 0.43 -0.33 -2.47
C -6.265 2.008 0.070 -2.83 9.59 -16.51
S -5.868 1.204 1.181 4.97 -9.49 12.43
H -6.914 2.980 -0.142 1.40 -2.54 1.25
H -5.442 2.045 -2.157 -0.91 -0.21 1.99
H -4.369 -0.821 1.872 2.26 -0.80 -2.45
C -2.831 -1.251 -1.177 5.34 -13.39 8.87
H -2.479 -0.470 -1.297 5.15 13.64 -1.68
H -3.491 -1.534 -1.740 -7.31 -2.97 -5.81
S -1.264 -2.338 -1.627 0.20 1.08 1.69
C -0.297 -1.671 -0.176 2.39 -10.12 -8.08
N -0.422 -0.746 0.471 -6.21 11.88 6.72
N 0.577 -0.483 1.301 3.16 1.76 0.59
C 1.547 -1.271 0.888 -6.95 -0.40 0.36
O 0.938 -2.151 0.090 2.48 -3.50 -3.26
C 2.724 -1.660 1.481 4.15 -0.58 5.89
O 3.404 -0.402 1.959 0.29 -1.74 -4.33
C 3.910 0.375 0.787 0.21 1.41 3.24
C 4.521 1.493 1.223 -0.70 -0.61 -11.70
C 5.039 2.445 -0.194 -3.13 -4.79 11.58
C 4.922 1.966 -1.293 -1.78 -3.51 -10.84
C 4.189 0.587 -1.601 7.29 11.41 -5.84
C 3.753 0.089 -0.633 -7.75 -11.99 11.83
H 3.130 -1.019 -0.775 1.68 3.18 0.10
H 4.050 0.463 -2.561 -0.74 -1.43 -4.59
H 5.205 2.706 -2.117 -0.21 -1.67 0.48
H 5.524 3.163 0.180 3.43 6.11 1.96
H 4.760 1.723 2.110 1.51 1.88 6.49
H 2.598 -2.223 2.541 -0.33 1.33 -2.32
H 3.275 -2.444 0.944 0.39 0.90 -0.40